1.
A structure of composition C25H33HgN2O17S2 in a non-equilibrium geometry. Source: the OMol25 dataset; level of theory: ωB97M-V/def2-TZVPD.

## Properties
- Multiplicity: 1
- Net charge: +1
- HOMO level: -12.2 eV
- LUMO energy: -8.1 eV
- Total energy: -3310.1737 a.u.
- Molar mass: 898.26 u

Last column: Mulliken charge in e.
Cartesian coordinates (Å):
Hg 16.764 8.550 1.107  1.47
C 14.130 8.652 3.502  -0.52
O 15.025 8.833 2.439  -0.28
H 14.568 8.611 4.504  0.26
H 13.388 9.463 3.569  0.10
H 13.473 7.792 3.331  0.05
C 13.043 10.245 -0.601  -0.33
C 12.277 9.091 0.036  0.38
O 11.249 9.640 0.781  -0.27
S 10.706 11.025 0.010  1.13
O 10.476 12.029 1.022  -0.52
O 9.658 10.790 -0.918  -0.58
O 12.076 11.296 -0.781  -0.33
H 13.468 9.973 -1.566  0.35
H 13.868 10.599 0.019  0.16
H 12.951 8.633 0.774  -0.32
H 12.053 8.289 -0.673  0.27
C 10.129 6.466 7.732  -0.44
C 8.868 6.963 6.992  -0.01
O 9.193 6.644 5.653  -0.27
S 10.362 5.575 5.440  1.00
O 11.504 6.329 4.990  -0.41
O 9.917 4.371 4.789  -0.57
O 10.495 5.297 7.037  -0.37
H 9.931 6.283 8.785  0.40
H 10.921 7.216 7.639  0.24
H 8.866 8.042 7.131  0.04
H 7.972 6.449 7.331  0.33
C 15.256 11.022 8.346  -0.57
C 15.383 10.602 7.034  -0.33
C 16.515 9.859 6.720  -0.11
C 17.483 9.572 7.679  0.02
C 17.362 10.017 9.004  -0.59
C 16.225 10.738 9.299  -0.46
N 18.674 8.784 7.349  0.99
O 18.911 8.590 6.171  -0.61
O 19.338 8.343 8.254  -0.57
H 14.391 11.599 8.646  0.42
H 14.566 10.847 6.369  0.50
H 16.630 9.328 5.782  0.46
H 18.132 9.728 9.704  0.48
H 16.050 10.963 10.344  0.36
C 13.811 12.891 2.016  -0.66
C 13.432 13.939 1.190  -0.46
C 14.346 14.939 0.882  -0.28
C 15.620 14.898 1.390  -0.02
C 16.008 13.893 2.262  -0.54
C 15.107 12.866 2.544  -0.55
N 16.527 16.039 1.152  0.99
O 16.035 17.032 0.663  -0.57
O 17.683 15.934 1.477  -0.60
H 13.253 12.023 2.350  0.70
H 12.420 13.952 0.810  0.46
H 13.988 15.811 0.353  0.45
H 16.969 13.924 2.758  0.45
H 15.350 12.056 3.219  0.59
O 15.590 6.759 0.330  -0.62
C 15.013 5.703 0.571  0.50
O 15.021 4.720 -0.280  -0.34
C 14.189 3.647 0.175  -0.47
C 14.056 3.859 1.682  -0.58
C 14.202 5.359 1.809  -0.15
H 14.629 2.701 -0.140  0.34
H 13.260 3.700 -0.402  0.27
H 14.802 3.263 2.210  0.30
H 13.120 3.414 2.019  0.35
H 14.707 5.742 2.696  0.30
H 13.247 5.891 1.825  0.11
O 7.795 10.989 7.050  -0.54
C 8.710 10.799 6.330  0.43
O 9.999 11.063 6.693  -0.39
C 10.941 10.838 5.666  -0.15
C 10.220 9.999 4.609  0.86
C 8.747 10.274 4.878  -0.64
H 11.756 10.253 6.097  0.08
H 11.331 11.781 5.279  0.19
H 10.485 8.958 4.793  -0.18
H 10.499 10.230 3.585  -0.22
H 8.046 9.440 4.788  0.29
H 8.309 10.933 4.125  0.33

=====

2.
A structure of composition C5H7GaO4 in a non-equilibrium geometry. Source: the OMol25 dataset; level of theory: ωB97M-V/def2-TZVPD.

## Properties
- ΔE to the lowest compared entry with this formula, charge and spin: 282.6 kJ/mol
- Multiplicity: 2
- Net charge: +3
- HOMO level (spin up / spin down): -23.5 / -23.8 eV
- LUMO energy (spin up / spin down): -16.8 / -16.9 eV
- Total energy: -2418.9259 a.u.
- Molar mass: 200.83 u

Last column: Mulliken charge in e.
Cartesian coordinates (Å):
O 0.214 -1.374 1.445  0.01
Ga 1.117 -0.786 0.089  0.79
C 0.021 -1.025 2.661  0.35
C -1.114 -0.096 2.881  -1.04
H -1.960 -0.519 2.317  0.50
H 0.180 -1.827 3.398  0.45
H -0.181 0.668 3.040  0.38
H -1.458 -0.166 3.923  0.39
C -1.429 1.144 0.832  -0.93
C -0.870 0.402 -0.151  0.66
O -1.377 -0.080 -1.304  -0.18
C -0.541 -0.802 -2.057  0.78
O 0.582 -1.124 -1.682  -0.24
O -1.074 -1.081 -3.191  -0.24
H -0.785 1.797 1.426  0.44
H -2.522 1.218 0.850  0.44
H -0.556 -1.737 -3.685  0.46

=====

- Which value of total energy does entry 2 give?
  -2418.9259 a.u.

=====

- Which value of total energy does entry 2 give?
  -2418.9259 a.u.